# 1
Here is a cluster of 3 separate species, C2H13N2O2 in total from the Open Molecules 2025 dataset. Energies are from ωB97M-V/def2-TZVPD.

```
19
Properties=species:S:1:pos:R:3:lowdin_charge:R:1
N -2.6700 -1.4534 -1.4571 -0.015
H -2.6014 -2.4461 -1.2382 0.105
C -1.7750 -0.0261 0.3528 -0.085
N -0.5300 -0.5387 -0.3766 0.171
H -3.6491 0.1657 -0.5840 0.125
C -3.0277 -0.6794 -0.2903 -0.219
H -3.6050 -1.2639 0.4246 0.122
O 1.1099 2.8157 -1.2797 -0.070
H 5.1110 -0.6259 3.6410 0.031
H 1.9382 2.8608 -0.7770 0.046
H 1.3266 3.4994 -1.9187 0.041
H -1.7836 1.0443 0.1865 0.123
H -3.3345 -1.4610 -2.2174 0.107
H 0.0592 -1.0637 0.2542 0.157
O 5.6027 -0.4008 2.8424 -0.073
H 6.4939 -0.7731 2.9137 0.042
H -0.9703 -1.1966 -1.0627 0.112
H -1.6219 -0.2289 1.4056 0.125
H 0.0663 0.1051 -0.8930 0.155
```

Values from the calculation:
- Multiplicity: 1
- Charge: +1
- Gap between HOMO and LUMO: 10.35 eV
- Relative energy (zero: lowest compared OMol25 entry of this formula, charge and spin): 24.3 kcal per mole

---

# 2
Here is a cluster of 4 separate species, C2H13N2O3 in total from the Open Molecules 2025 dataset. Energies are from ωB97M-V/def2-TZVPD.

```
20
Properties=species:S:1:pos:R:3:lowdin_charge:R:1
H -0.8042 -0.3512 2.6104 0.100
H -0.1204 -0.3645 0.1495 0.147
O -3.4956 0.9990 -0.7629 -0.061
H 1.4789 -1.9395 2.0269 0.162
H -1.2765 -2.0463 2.3155 0.100
H 1.6458 1.0163 -3.8813 0.075
H -0.8776 1.7270 -0.4042 0.035
H -3.4391 1.8932 -0.4190 0.031
H 2.5200 -1.5294 -0.1511 0.135
O 1.6065 1.1271 -2.9172 -0.046
C 0.7956 -0.7344 0.5868 -0.155
H 2.4808 1.5227 -2.8235 0.064
N 1.7279 -0.9312 -0.3362 0.199
H -0.1384 -1.6263 3.6040 0.095
H -4.4324 0.7848 -0.8147 0.044
H 1.8251 -0.1689 -0.9906 0.087
C -0.4636 -1.3860 2.6030 -0.010
O 0.0661 1.6736 -0.5784 -0.060
N 0.7114 -1.3592 1.7199 0.031
H 0.1898 1.6930 -1.5371 0.025
```

Values from the calculation:
- Multiplicity: 1
- Charge: +1
- Gap between HOMO and LUMO: 11.42 eV
- Relative energy (zero: lowest compared OMol25 entry of this formula, charge and spin): 17.9 kcal per mole

---

# 3
Here is a cluster of 4 separate species, C2H13N2O3 in total from the Open Molecules 2025 dataset. Energies are from ωB97M-V/def2-TZVPD.

```
20
Properties=species:S:1:pos:R:3:lowdin_charge:R:1
N -1.7239 -0.7493 0.9160 0.146
H -1.3333 -1.7062 0.7459 0.122
H -0.4015 2.3312 1.4718 0.087
C -1.0006 0.4952 -1.0798 -0.185
O 4.8095 0.7774 -0.9226 -0.059
H -2.0850 1.0219 -2.7118 0.104
H -0.3906 1.2875 -2.9197 0.105
H 0.3948 1.1567 2.0192 0.078
H 0.8283 -3.2595 0.8008 0.085
H -0.1514 0.7066 -0.4618 0.109
H 0.6572 -2.6317 2.1290 0.062
O -0.5099 1.4413 1.8315 -0.041
H 4.7919 -0.0845 -0.5064 0.028
N -1.1581 1.0415 -2.3248 0.092
H -2.9764 -0.2739 -0.8367 0.113
C -1.9747 -0.1856 -0.4593 -0.095
H -2.6731 -0.8272 1.2921 0.162
H -1.1354 -0.1754 1.5663 0.108
H 5.4443 1.4222 -0.6224 0.031
O 0.2875 -2.5728 1.2428 -0.051
```

Values from the calculation:
- Multiplicity: 1
- Charge: +1
- Gap between HOMO and LUMO: 9.32 eV
- Relative energy (zero: lowest compared OMol25 entry of this formula, charge and spin): 38.0 kcal per mole

---

# 4
Here is a cluster of 4 separate species, C2H13NO3 in total from the Open Molecules 2025 dataset. Energies are from ωB97M-V/def2-TZVPD.

```
19
Properties=species:S:1:pos:R:3:lowdin_charge:R:1
C -0.1865 1.1780 1.0806 -0.290
H 0.1928 -1.5962 -2.3777 -0.030
O 0.5088 -2.5307 -2.3541 -0.109
N 0.7893 0.3651 0.3164 0.014
H 0.3471 0.1197 -0.9980 -0.013
H 0.7357 -2.6908 -1.4351 -0.002
C -0.5582 2.4372 0.3127 -0.091
H -0.6571 -3.4782 1.2910 0.055
H 0.3206 3.0912 0.2748 0.077
H 0.9549 -0.5321 0.7550 0.090
H -0.9683 2.2123 -0.6563 0.062
H -1.0855 0.5738 1.1406 0.105
H -1.3146 2.9839 0.8898 0.078
H -0.5775 -2.2386 2.2665 0.029
O -0.0815 -0.0173 -1.9787 -0.165
O -0.0686 -2.8113 1.6875 -0.063
H 0.1026 1.3483 2.1272 0.111
H -0.0950 0.6726 -2.6420 0.031
H 1.6409 0.9130 0.2995 0.112
```

Values from the calculation:
- Multiplicity: 1
- Charge: 0
- Gap between HOMO and LUMO: 10.19 eV
- SMILES: CCN.O.O.O
- Relative energy (zero: lowest compared OMol25 entry of this formula, charge and spin): 21.9 kcal per mole

---

# 5
Here is a cluster of 4 separate species, C2H13NO3 in total from the Open Molecules 2025 dataset. Energies are from ωB97M-V/def2-TZVPD.

```
19
Properties=species:S:1:pos:R:3:lowdin_charge:R:1
C 3.0785 -2.3786 -0.0111 -0.168
H -4.3884 4.3665 0.3115 0.029
H -5.3436 -0.5899 -2.1186 0.030
H 3.7993 -2.0628 0.7386 0.128
H 3.3985 1.4425 3.0690 0.036
H 1.4425 -0.9190 -0.3051 0.084
H 3.2325 -2.1472 -2.1246 0.170
H 2.8037 1.0871 1.7993 0.017
N 3.5574 -1.7331 -1.2370 0.306
O -6.0976 -0.9557 -2.6049 -0.071
H 0.9114 -2.5543 0.1586 0.089
H -2.9958 4.5896 0.7324 0.013
H -5.8320 -0.8148 -3.5322 0.041
O 2.5513 1.1685 2.7242 -0.046
C 1.6700 -1.7914 0.3121 -0.032
H 4.5779 -1.7824 -1.3827 0.169
H 1.5911 -1.3153 1.2868 0.086
O -3.8710 4.8951 0.9184 -0.042
H 2.9890 -3.4659 -0.0309 0.162
```

Values from the calculation:
- Multiplicity: 2
- Charge: +1
- Gap between HOMO and LUMO (spin up / spin down): 9.09 / 3.42 eV
- Relative energy (zero: lowest compared OMol25 entry of this formula, charge and spin): 39.4 kcal per mole

---

# 6
Here is a cluster of 5 separate species, C2H13NO4 in total from the Open Molecules 2025 dataset. Energies are from ωB97M-V/def2-TZVPD.

```
20
Properties=species:S:1:pos:R:3:lowdin_charge:R:1
O -3.1699 1.0785 0.4599 -0.076
H -2.4030 1.7787 -1.6491 0.013
O 3.2317 -1.0871 -1.6686 -0.055
H -1.6800 -1.7183 -0.4236 0.051
H -0.4789 -0.4247 -0.6629 0.038
H -1.4626 1.1854 -2.7950 0.028
O -1.5629 1.8556 -2.1192 -0.070
H 4.0122 -1.6496 -1.6192 0.049
H -1.0415 -1.9669 1.9006 0.111
H -2.8374 1.7694 1.0446 0.041
H 0.7247 0.4773 1.6854 0.066
H -2.4179 0.4586 0.3923 -0.020
C -0.9769 -1.0535 0.0590 -0.075
O 2.5131 0.8137 0.4172 -0.067
H 2.3794 1.7622 0.2874 0.051
N 0.3119 -0.3814 1.9872 0.068
H 2.3492 0.4406 -0.4601 0.010
C -0.5441 -1.1931 1.3224 -0.294
H 0.4592 -0.5863 2.9557 0.086
H 2.5936 -1.5590 -1.1141 0.044
```

Values from the calculation:
- Multiplicity: 1
- Charge: 0
- Gap between HOMO and LUMO: 8.90 eV
- SMILES: C=CN.O.O.O.O
- Relative energy (zero: lowest compared OMol25 entry of this formula, charge and spin): 26.1 kcal per mole